1.
# C44H49CsN4O4

A molecular structure, C44H49CsN4O4 (ωB97M-V/def2-TZVPD, the Open Molecules 2025 dataset).

Its total charge is -2.

Cartesian coordinates (Å):
Cs  0.27907  -0.30699  -1.62274
C  -0.07595  6.80867  -0.22473
C  0.81084  6.28593  -1.36314
C  1.18752  4.84602  -1.18075
C  2.34260  4.34480  -0.66500
C  3.55882  5.09441  -0.21378
C  3.55030  5.40333  1.28874
C  2.13268  2.90029  -0.53524
C  3.03994  2.02777  0.09415
C  2.76372  0.77092  0.64531
C  3.74243  -0.09525  1.31688
C  5.19926  0.19607  1.50689
C  5.47615  0.94865  2.81394
C  3.04785  -1.17243  1.76488
C  1.65256  -0.95434  1.35839
C  0.58949  -1.81796  1.66920
C  -0.76341  -1.67206  1.33436
N  -1.25064  -0.70936  0.52934
C  -2.58350  -0.88002  0.44718
C  -3.45452  -0.06771  -0.29025
C  -3.14743  1.11141  -0.99139
N  -1.91731  1.64220  -1.10777
C  -2.05608  2.84806  -1.69370
C  -1.03350  3.79769  -1.81456
C  0.29452  3.69684  -1.36628
N  0.91065  2.55889  -0.98899
C  -3.46539  3.09099  -2.03281
C  -4.14821  1.99957  -1.59845
C  -5.62577  1.75583  -1.63541
C  -6.33077  2.16362  -0.33492
C  -4.01221  4.32761  -2.67663
C  -4.24426  5.47208  -1.68201
C  -2.99196  -2.03862  1.25765
C  -1.85366  -2.53165  1.81171
C  -1.70687  -3.68802  2.75012
C  -1.50006  -3.25514  4.20626
C  -4.39853  -2.50852  1.46048
C  -5.12669  -1.72938  2.56388
N  1.53851  0.21100  0.69450
C  3.58008  -2.39064  2.45665
C  3.71047  -3.58412  1.50142
H  -0.34498  7.86025  -0.36801
H  0.44379  6.70974  0.73073
H  -0.99123  6.21796  -0.15780
H  1.71670  6.89807  -1.41910
H  0.28601  6.42254  -2.31446
H  3.64367  6.03003  -0.77452
H  4.45365  4.51090  -0.45043
H  2.71247  6.05856  1.53802
H  4.47628  5.89312  1.60647
H  3.42958  4.48147  1.86060
H  4.04349  2.41394  0.25294
H  5.56762  0.78934  0.66641
H  5.77019  -0.73700  1.49673
H  4.91379  1.88459  2.83391
H  6.53938  1.18006  2.93364
H  5.15253  0.35251  3.67037
H  0.84496  -2.69182  2.26235
H  -4.50437  -0.34888  -0.26860
H  -1.32846  4.76849  -2.20617
H  -5.81543  0.69526  -1.82278
H  -6.07060  2.30226  -2.47258
H  -5.90652  1.61881  0.51051
H  -7.40546  1.96001  -0.37622
H  -6.18901  3.22932  -0.14343
H  -4.95681  4.09403  -3.17749
H  -3.32351  4.66800  -3.45506
H  -4.95893  5.17243  -0.91236
H  -4.63143  6.36541  -2.18244
H  -3.31239  5.73624  -1.17842
H  -0.86097  -4.30837  2.43792
H  -2.59570  -4.32228  2.68858
H  -0.64304  -2.58400  4.28597
H  -1.32947  -4.11634  4.86000
H  -2.37607  -2.71390  4.57259
H  -4.40598  -3.57444  1.70711
H  -4.95546  -2.40502  0.52488
H  -4.59636  -1.83255  3.51313
H  -6.15279  -2.08540  2.69967
H  -5.15755  -0.66654  2.31730
H  2.92148  -2.66415  3.28747
H  4.55668  -2.16810  2.89741
H  2.75328  -3.78547  1.01990
H  4.03602  -4.48938  2.02231
H  4.42636  -3.36063  0.70769
O  0.32777  -2.85371  -4.13049
C  1.05817  -3.18790  -3.17641
O  1.55038  -2.46735  -2.27381
C  1.42596  -4.68002  -3.09348
C  1.27981  -5.50248  -4.20122
C  1.61758  -6.86207  -4.16221
C  2.08463  -7.34370  -2.96593
O  2.46159  -8.63854  -2.65241
C  2.93423  -8.58433  -1.30955
O  2.69295  -7.28571  -0.79516
C  2.22332  -6.53419  -1.86087
C  1.91445  -5.19935  -1.88777
H  0.87633  -5.05999  -5.10293
H  1.51031  -7.50705  -5.02555
H  4.00900  -8.79400  -1.29269
H  2.39752  -9.32062  -0.70743
H  2.03984  -4.53857  -1.04021


2.
# C44H49GaN4O8P4Te

A molecular structure, C44H49GaN4O8P4Te (ωB97M-V/def2-TZVPD, the Open Molecules 2025 dataset).

Its total charge is +2.

Cartesian coordinates (Å):
Ga  -0.53379  -0.19287  -0.18365
O  -3.36366  -2.22109  5.91292
N  -3.01930  -1.05670  5.93113
O  -3.06803  -0.31887  6.88740
C  -2.50151  -0.48504  4.66426
C  -2.60840  0.85045  4.52429
C  -2.16880  1.49200  3.32490
C  -2.22338  2.88155  3.11469
C  -1.78502  3.39414  1.92146
C  -1.28877  2.52502  0.94612
N  -1.20017  1.22303  1.15018
C  -1.64678  0.70653  2.30674
C  -1.54418  -0.71595  2.46027
N  -1.00953  -1.39398  1.41547
C  -0.77390  -2.68874  1.53835
C  -1.09482  -3.38492  2.70034
C  -1.68986  -2.72666  3.74842
C  -1.93708  -1.34120  3.64786
H  -3.03173  1.43421  5.33023
H  -2.62048  3.52948  3.88608
H  -1.82262  4.45441  1.71468
H  -0.96250  2.89049  -0.02023
H  -0.30931  -3.18876  0.69747
H  -0.87536  -4.44135  2.76525
H  -1.95855  -3.26061  4.64567
C  3.69235  1.82734  0.01633
N  2.33847  1.25081  0.16987
P  1.79032  0.55016  1.63868
C  3.22987  -0.30563  2.32488
C  3.45090  -1.61348  1.88644
C  4.54613  -2.33161  2.33711
C  5.42119  -1.75186  3.24764
C  5.19879  -0.46087  3.70494
C  4.10659  0.26258  3.24698
C  1.53826  1.93543  2.78177
C  1.76249  3.27326  2.47019
C  1.49436  4.26725  3.40291
C  0.99828  3.93218  4.65452
C  0.76844  2.59904  4.97440
C  1.03194  1.60845  4.04164
P  1.47884  0.79280  -1.18919
C  2.65341  -0.04407  -2.26464
C  3.21047  -1.24374  -1.82027
C  4.24362  -1.83549  -2.52556
C  4.72702  -1.23482  -3.68208
C  4.18526  -0.03636  -4.12247
C  3.15652  0.56690  -3.41325
C  0.91419  2.26249  -2.06586
C  0.30420  2.11733  -3.31202
C  -0.17832  3.22839  -3.98037
C  -0.05956  4.49066  -3.40921
C  0.53490  4.63952  -2.16476
C  1.01856  3.52576  -1.49038
H  4.03893  2.19022  0.98133
H  3.67541  2.66077  -0.68640
H  4.39223  1.07152  -0.34248
H  2.74857  -2.07977  1.20141
H  4.71268  -3.34472  1.99430
H  6.27264  -2.31324  3.60946
H  5.87691  -0.01497  4.42075
H  3.94069  1.26938  3.60991
H  2.16082  3.54967  1.50164
H  1.68366  5.30407  3.15486
H  0.79964  4.70630  5.38458
H  0.39288  2.33188  5.95448
H  0.85752  0.56837  4.30535
H  2.84236  -1.71032  -0.91656
H  4.67906  -2.76132  -2.17191
H  5.53600  -1.69669  -4.23307
H  4.57053  0.43922  -5.01465
H  2.75959  1.51213  -3.75769
H  0.21160  1.13510  -3.75972
H  -0.64802  3.11300  -4.94858
H  -0.43030  5.35962  -3.93763
H  0.63095  5.62244  -1.72223
H  1.47733  3.64292  -0.51604
C  -3.84727  3.75324  -2.48025
C  -4.52748  2.47842  -2.91085
O  -3.59484  1.36235  -2.86775
P  -3.30871  0.44771  -1.60573
O  -1.77420  0.55738  -1.40307
Te  -4.67039  0.80216  0.24599
O  -3.45208  -1.03243  -2.18830
C  -4.76182  -1.47879  -2.65421
C  -4.70574  -1.79456  -4.12735
H  -4.53152  4.59531  -2.59199
H  -2.96169  3.94292  -3.08777
H  -3.55571  3.69065  -1.42955
H  -4.85851  2.51875  -3.94577
H  -5.38033  2.24426  -2.27414
H  -5.50347  -0.71101  -2.43093
H  -5.01957  -2.35196  -2.05510
H  -4.39186  -0.91792  -4.69574
H  -5.69397  -2.09196  -4.47908
H  -4.01630  -2.61517  -4.32873
C  -2.53438  -3.81638  -1.25564
O  -1.64570  -3.26512  -2.24880
P  -0.52038  -2.21601  -1.84268
O  0.74552  -3.09695  -1.44325
C  1.26986  -4.11714  -2.33758
O  -0.09361  -1.62469  -3.24859
C  -0.98770  -1.30402  -4.34570
H  -3.34884  -4.28670  -1.79668
H  -2.93242  -3.02463  -0.61850
H  -2.01513  -4.57146  -0.66513
H  1.88720  -4.77200  -1.73074
H  1.86746  -3.64060  -3.11087
H  0.45476  -4.68283  -2.78445
H  -0.34907  -1.14021  -5.20837
H  -1.55802  -0.40987  -4.11036
H  -1.65884  -2.13500  -4.53169


3.
# C44H50N10

10 unconnected molecules or ions with the total composition C44H50N10 (ωB97M-V/def2-TZVPD, the Open Molecules 2025 dataset).

The spin multiplicity is 2. Its total charge is -1. Its expectation value of S² is 0.763.

Cartesian coordinates (Å):
N  0.44330  -0.37074  4.65767
C  1.09101  -0.75310  5.85871
C  2.16152  0.05717  6.15806
C  2.18906  1.02367  5.03660
C  1.03129  0.79736  4.27861
H  -0.40270  -0.84740  4.37988
H  0.60093  -1.51068  6.45225
H  2.87911  0.00801  6.96370
H  2.69435  1.96742  4.89371
H  0.75058  1.31574  3.37369
N  -3.27453  -3.80104  1.04029
C  -2.05848  -4.49977  1.24241
C  -2.38689  -5.84114  1.13316
C  -3.70806  -5.95707  0.67604
C  -4.24560  -4.69779  0.76447
H  -3.30382  -2.79276  0.98923
H  -1.19907  -3.86553  1.40229
H  -1.64919  -6.62983  1.14504
H  -4.32140  -6.79063  0.36715
H  -5.18052  -4.31788  0.37978
N  -6.34699  -1.10402  0.99598
C  -7.11598  -1.44345  -0.10292
C  -6.33994  -1.28797  -1.20296
C  -5.12096  -0.78158  -0.79810
C  -5.16527  -0.64468  0.56376
H  -6.52475  -1.17644  1.98758
H  -8.16099  -1.70512  -0.02621
H  -6.72256  -1.39463  -2.20726
H  -4.22766  -0.46884  -1.31831
H  -4.57415  -0.30216  1.40021
N  0.38759  3.09276  -2.38358
C  -0.12710  4.38557  -2.33893
C  -1.04011  4.59070  -3.32573
C  -1.24447  3.31214  -3.87606
C  -0.40565  2.37796  -3.26128
H  1.25979  2.81052  -1.95967
H  0.37134  5.10278  -1.70366
H  -1.38957  5.54575  -3.68926
H  -2.05729  3.13983  -4.56602
H  -0.20709  1.32995  -3.43052
N  0.62683  -0.39470  -0.25651
C  -0.44308  0.37477  -0.03503
C  -1.15251  -0.13829  1.09122
C  -0.32564  -1.12256  1.59276
C  0.79466  -1.16179  0.82809
H  1.06295  -0.41370  -1.16730
H  -0.83098  1.09954  -0.73548
H  -2.17208  0.11449  1.34217
H  -0.52826  -1.74646  2.45072
H  1.71167  -1.73156  0.85720
N  -3.22862  -1.68701  -3.33148
C  -3.86846  -1.38930  -4.49305
C  -2.95992  -0.68522  -5.26272
C  -1.74979  -0.48862  -4.55652
C  -1.99057  -1.04241  -3.32004
H  -3.72995  -2.15840  -2.59217
H  -4.88003  -1.76441  -4.54214
H  -3.21662  -0.33920  -6.25305
H  -0.83143  -0.09981  -4.97107
H  -1.34736  -1.13757  -2.45772
N  -1.86087  3.84626  2.40963
C  -3.13764  4.21379  2.73938
C  -4.17927  4.44844  1.79931
C  -3.91149  4.03229  0.46947
C  -2.66013  3.73607  0.04322
C  -1.68889  3.58401  1.04679
H  -3.31996  4.18867  3.80357
H  -5.17430  4.57899  2.19839
H  -4.75929  4.06086  -0.19898
H  -2.38875  3.46732  -0.96699
H  -0.71290  3.18714  0.80945
N  2.97364  2.60927  -0.82202
C  4.18265  2.97928  -1.36231
C  5.38652  2.74496  -0.70199
C  5.32397  2.37513  0.66104
C  4.09724  2.05869  1.25162
C  2.90203  2.18187  0.49841
H  4.06002  3.16321  -2.41945
H  6.36033  2.73188  -1.16883
H  6.13832  2.18389  1.34416
H  3.99005  1.88546  2.31223
H  1.95280  1.92478  0.94480
N  1.95214  -0.68570  -2.60702
C  1.77908  -1.98648  -2.85148
C  2.37316  -2.71949  -3.85517
C  3.14884  -1.99029  -4.76691
C  3.40719  -0.64593  -4.56796
C  2.73069  -0.02255  -3.48991
H  1.21714  -2.40835  -2.03133
H  2.01372  -3.72007  -4.04499
H  3.50977  -2.52475  -5.63322
H  3.96894  -0.10034  -5.31170
H  2.71187  1.03555  -3.27432
N  5.40092  -2.39317  4.04996
C  4.88597  -1.84270  2.91546
C  5.65424  -1.14947  2.00126
C  6.94179  -0.84814  2.29023
C  7.46622  -1.31154  3.49689
C  6.70765  -2.10715  4.34170
H  3.82924  -2.02514  2.78733
H  5.20384  -0.80324  1.08274
H  7.60888  -0.28152  1.65751
H  8.49190  -1.07694  3.74049
H  7.12286  -2.53573  5.24187


4.
# C44H51BCsN9O2Sb2

A molecular structure, C44H51BCsN9O2Sb2 (ωB97M-V/def2-TZVPD, the Open Molecules 2025 dataset).

Its total charge is -2.

Cartesian coordinates (Å):
Cs  0.33416  -0.15855  1.56663
C  2.97474  3.76476  2.12820
C  1.54066  4.14197  2.37515
C  1.05805  5.38879  2.00041
C  -0.26486  5.73875  2.23578
C  -1.10424  4.81831  2.84435
C  -0.65896  3.55497  3.22305
C  -1.62974  2.56219  3.79513
C  0.68802  3.20907  2.99977
N  1.22197  1.94112  3.24436
C  1.26660  1.47468  4.47883
O  0.86838  2.01050  5.53540
C  2.00229  0.13584  4.63943
C  2.40780  -0.20353  5.92709
C  3.18010  -1.33783  6.10352
C  3.51614  -2.10238  5.00065
C  3.03562  -1.72378  3.75134
N  2.29081  -0.62841  3.58104
C  3.40745  -2.59770  2.55194
O  4.04169  -3.64613  2.81257
N  3.05239  -2.13959  1.36202
C  3.40871  -2.93712  0.27138
C  4.35437  -2.44208  -0.64425
C  5.02712  -1.13137  -0.35274
C  4.63989  -3.15277  -1.80276
C  4.00251  -4.35517  -2.07819
C  3.07809  -4.84897  -1.16818
C  2.77504  -4.16310  0.00297
C  1.78427  -4.71877  0.98260
H  3.51003  4.57804  1.63294
H  3.04485  2.86369  1.51556
H  3.48203  3.52449  3.06491
H  1.73197  6.09297  1.52155
H  -0.63809  6.71329  1.94144
H  -2.14681  5.06777  3.01482
H  -2.58858  3.04352  3.99867
H  -1.24456  2.12538  4.71623
H  -1.82508  1.75506  3.08178
H  2.11299  0.44708  6.73730
H  3.52633  -1.61891  7.09255
H  4.12588  -2.99200  5.05841
H  4.28685  -0.33841  -0.22241
H  5.70918  -0.85485  -1.15984
H  5.58485  -1.17838  0.58488
H  5.36815  -2.75109  -2.50115
H  4.22404  -4.90143  -2.98804
H  2.57239  -5.78946  -1.36764
H  1.21519  -5.54022  0.54308
H  1.08691  -3.94301  1.30910
H  2.30329  -5.06815  1.87784
C  -3.35759  3.36828  0.37932
C  -2.12907  2.68904  0.32884
N  -2.29329  1.38377  0.49428
N  -3.61885  1.18550  0.64107
C  -4.27730  2.36091  0.58028
B  -4.24625  -0.16839  1.06043
N  -3.94396  -1.25671  -0.00610
C  -4.19985  -1.14101  -1.32190
C  -4.02630  -2.37974  -1.90601
C  -3.67019  -3.20607  -0.82491
N  -3.62717  -2.52547  0.31228
N  -3.80856  -0.62035  2.46182
C  -4.64654  -0.94791  3.46516
C  -3.89529  -1.25986  4.57659
C  -2.57090  -1.09365  4.13829
N  -2.52743  -0.72346  2.86765
H  -3.53539  4.42794  0.30226
H  -1.13608  3.10475  0.22839
H  -5.34826  2.38512  0.69835
H  -5.44479  0.02556  1.11887
H  -4.47292  -0.18696  -1.74351
H  -4.13779  -2.63914  -2.94686
H  -3.43066  -4.25896  -0.82498
H  -5.71231  -0.92252  3.30842
H  -4.24776  -1.55278  5.55096
H  -1.65244  -1.21610  4.69433
C  -2.87162  3.66317  -4.08588
Sb  -2.51236  1.84486  -2.96101
C  -0.45460  2.37187  -2.67282
C  -2.26803  0.65552  -4.80776
C  -0.87268  0.50156  -5.31018
C  -0.31754  1.51861  -6.09119
C  0.99761  1.47915  -6.52345
C  1.79259  0.39483  -6.17886
C  1.24961  -0.63455  -5.42813
C  -0.07687  -0.61289  -4.98938
C  -0.59419  -1.76497  -4.19331
Sb  -0.50894  -1.44298  -2.03086
C  1.61678  -1.12955  -2.01615
C  -0.42775  -3.54981  -1.63935
H  -2.07195  3.82938  -4.80960
H  -2.91125  4.51096  -3.40048
H  -3.82627  3.59509  -4.61025
H  0.01699  2.56282  -3.63656
H  0.08779  1.58185  -2.15578
H  -0.41905  3.27222  -2.05943
H  -2.86870  1.20479  -5.53709
H  -2.75644  -0.30233  -4.63464
H  -0.94109  2.36840  -6.35037
H  1.39932  2.29051  -7.11846
H  2.82732  0.34622  -6.49517
H  1.86483  -1.48776  -5.16400
H  -0.00118  -2.66009  -4.38734
H  -1.63695  -1.99237  -4.41740
H  2.14271  -1.96389  -2.48350
H  1.97380  -1.05420  -0.98756
H  1.85819  -0.20556  -2.54420
H  0.54903  -3.93606  -1.93033
H  -1.21734  -4.02986  -2.21836
H  -0.60572  -3.74581  -0.58393


The records above give, respectively, electronic energy values of -61123.4672, -165580.2756, -61334.8549, -78266.3571 eV.